DFT (the ωB97M-V functional and the def2-TZVPD basis) results for an isolated ion of composition C6H12N3O4 and charge +1 at a distorted geometry.

Element x y z (Å)
C  2.12230  0.46764  0.24494
C  0.53556  0.34879  0.55308
C  -0.29452  1.55949  1.03895
C  0.24895  -0.82681  1.40728
O  0.64159  -1.02576  2.52560
N  -0.52919  -1.74502  0.71258
C  -1.34090  -2.85610  1.27931
O  -2.64307  -2.61559  1.09538
N  -0.81123  -1.22114  -0.50569
O  -1.40988  -1.84770  -1.33190
N  -0.25330  -0.06567  -0.62416
C  -0.23291  0.50093  -1.93545
O  -0.16465  1.93492  -1.79644
H  2.21663  1.46000  -0.05176
H  2.32147  -0.28842  -0.43322
H  2.50708  0.14107  1.13536
H  -0.26294  2.51968  0.39197
H  -0.13496  1.65021  2.13839
H  -1.25723  1.24115  0.95962
H  -0.99426  -2.80774  2.23863
H  -0.86447  -3.75654  0.71120
H  -2.84230  -2.56642  0.16876
H  -1.14729  0.34294  -2.56478
H  0.71498  0.26949  -2.59098
H  -0.83587  2.28942  -2.31933

Computed properties:
highest occupied orbital energy: -15.12 eV
relative energy (zero: lowest compared OMol25 entry of this formula, charge and spin): 101.35 kcal per mole
lowest unoccupied orbital energy: -5.3 eV
max |F|: 4.99 eV/Å
DFT total energy: -700.630493 hartree
net charge: +1
frontier orbital gap: 9.86 eV
SMILES string: CC1(C)C(=O)N(CO)[N+](=O)N1CO

Here are the Löwdin charges for atoms 1 to 4, given in e: number 1, C, carries 0.11; number 2, C, carries -0.30; number 3, C, carries 0.04; number 4, C, carries -0.36

DFT (the ωB97M-V functional and the def2-TZVPD basis) results for a 3-piece molecular cluster, C3H13N2O3 overall at a distorted geometry.

Element x y z (Å)
N  -0.92287  0.75366  -0.42818
C  -0.04320  -0.38355  0.16213
C  -0.25516  -0.37257  1.61101
N  0.50653  -0.86836  2.57016
C  1.55671  -1.75113  2.76200
O  -1.04904  0.53538  1.94620
H  -0.83452  1.69839  -0.04779
H  -1.99374  0.42395  -0.16616
H  -0.74257  0.82338  -1.46039
H  -0.32027  -1.28972  -0.27339
H  1.17211  -0.34882  -0.15927
H  0.11450  -0.38726  3.59658
H  2.37761  -0.99483  2.82047
H  1.68830  -2.37128  1.91753
H  1.40836  -2.59302  3.54774
H  0.93333  0.86762  -2.86284
H  0.64276  -0.46445  -3.47254
O  0.45948  -0.03316  -2.68430
H  -1.38801  2.97542  -2.80631
H  -2.02993  1.69913  -3.58173
O  -1.28039  2.08121  -2.99093

Computed properties:
highest occupied orbital energy: -13.09 eV
relative energy (zero: lowest compared OMol25 entry of this formula, charge and spin): 81.68 kcal per mole
lowest unoccupied orbital energy: -3.1 eV
max |F|: 6.66 eV/Å
DFT total energy: -457.019343 hartree
net charge: +1
frontier orbital gap: 9.99 eV

Here are the Löwdin charges for atoms 1 to 4, given in e: number 1, N, carries 0.15; number 2, C, carries -0.07; number 3, C, carries -0.51; number 4, N, carries -0.02

DFT (the ωB97M-V functional and the def2-TZVPD basis) results for C10H14BIN6Sr as an isolated structure at a distorted geometry.

Element x y z (Å)
H  0.96490  3.30720  0.22220
N  0.53940  1.76420  -1.15030
B  0.16300  0.34330  -3.21310
N  0.53960  1.67520  -2.50550
C  0.90020  2.87030  -3.04100
Sr  0.00000  0.00000  0.00000
H  0.95750  2.99400  -4.12190
C  1.14160  3.76300  -1.99670
H  1.44850  4.80510  -2.07240
C  0.90000  3.01650  -0.82610
H  0.22510  0.47550  -4.41350
C  -0.51920  -1.70180  1.05030
H  -0.49460  -1.54540  2.14050
H  0.18150  -2.51550  0.78970
H  -1.53830  -2.01140  0.75630
N  -1.27790  -0.05290  -2.78910
N  1.14620  -0.76330  -2.74200
N  -1.58270  -0.24590  -1.48030
N  1.25160  -1.07650  -1.42530
C  -2.38820  -0.23870  -3.54910
C  2.00700  -1.52680  -3.46370
H  -2.33970  -0.12520  -4.63170
H  2.06620  -1.41650  -4.54600
C  -3.44810  -0.56370  -2.70270
C  2.69300  -2.36360  -2.58340
C  -2.88820  -0.55320  -1.40960
C  2.18130  -2.03880  -1.31110
H  -4.47940  -0.77520  -2.98180
H  3.45620  -3.10080  -2.82760
H  -3.34990  -0.74500  -0.44100
H  2.43150  -2.43940  -0.32860
H  -0.88820  0.78510  1.02440
I  1.94600  0.20550  2.66020

Computed properties:
highest occupied orbital energy (spin up / spin down): -7.59 / -7.56 eV
lowest unoccupied orbital energy (spin up / spin down): -1.3 / -1.7 eV
max |F|: 8.81 eV/Å
DFT total energy: -1071.038069 hartree
frontier orbital gap (spin up / spin down): 6.30 / 5.84 eV

Here are the Löwdin charges for atoms 1 to 4, given in e: number 1, H, carries 0.12; number 2, N, carries -0.18; number 3, B, carries -0.49; number 4, N, carries -0.04

DFT (the ωB97M-V functional and the def2-TZVPD basis) results for a 10-piece molecular cluster, C40H57F21O20 overall at a distorted geometry.

Element x y z (Å)
C  -9.67805  25.22995  26.69004
C  -9.44859  23.93039  25.95966
O  -8.15219  23.94807  25.34196
C  -8.10428  24.34215  24.08392
O  -8.98752  24.81095  23.43084
C  -6.67132  24.44070  23.60624
F  -6.37636  25.75023  23.46127
F  -5.74014  24.00444  24.46353
F  -6.48963  23.87465  22.41184
H  -9.60029  25.99559  25.91490
H  -9.14249  25.31010  27.63050
H  -10.73833  25.30270  26.95416
H  -10.24471  23.73835  25.24134
H  -9.39412  23.11069  26.67780
C  -11.23982  18.77704  21.36736
C  -10.19527  18.94101  20.26570
O  -9.22673  19.85388  20.80075
C  -8.04528  19.99865  20.22802
O  -7.69220  19.32508  19.29690
C  -7.23518  21.12131  20.91185
F  -7.59939  21.41542  22.14386
F  -5.93330  20.74386  20.89168
F  -7.33729  22.19500  20.09179
H  -11.81230  17.86500  21.20849
H  -11.88093  19.66082  21.35644
H  -10.83569  18.81139  22.37907
H  -10.72268  19.39020  19.42519
H  -9.63516  18.03280  20.05099
C  -10.36694  20.22874  25.55872
C  -11.54942  20.29552  26.50480
O  -11.96019  18.98260  26.93037
C  -11.34926  18.46884  28.00430
O  -10.72651  19.09701  28.79532
C  -11.52857  16.93085  28.03578
F  -11.44782  16.54683  29.31274
F  -12.66303  16.51489  27.52008
F  -10.48922  16.43023  27.37250
H  -9.62178  19.50106  25.89893
H  -9.81847  21.16600  25.53901
H  -10.70325  19.80448  24.61237
H  -12.36322  20.80863  26.00143
H  -11.17105  20.84985  27.36411
C  -14.63174  27.49596  17.63528
C  -14.16205  27.40880  19.09987
O  -14.87093  28.35145  19.90788
C  -14.14985  29.36310  20.41948
O  -12.96339  29.46080  20.36280
C  -14.98148  30.30675  21.31639
F  -16.29603  30.08909  21.18357
F  -14.60301  30.15103  22.57192
F  -14.81548  31.57231  20.88586
H  -15.67721  27.76568  17.47337
H  -14.49488  26.51815  17.16527
H  -14.05570  28.20529  17.03930
H  -13.12566  27.71476  18.97566
H  -14.37925  26.41982  19.49184
C  -13.71048  24.72238  13.01404
C  -14.72876  23.78933  13.65569
O  -14.11799  22.68329  14.32697
C  -13.93070  22.71445  15.60645
O  -13.91721  23.68934  16.31397
C  -13.71704  21.30472  16.19316
F  -12.39101  21.04372  16.14388
F  -14.10406  21.32166  17.47263
F  -14.32702  20.30164  15.57243
H  -13.02064  25.26528  13.65802
H  -14.23977  25.47280  12.42137
H  -13.10648  24.20390  12.26695
H  -15.24167  23.29993  12.82674
H  -15.49331  24.29990  14.23677
C  -17.89425  25.00097  20.34981
C  -18.10358  25.14863  18.85010
O  -18.48131  23.96213  18.17566
C  -17.52751  23.11485  17.87550
O  -16.36401  23.28340  18.10118
C  -17.97897  21.79720  17.22845
F  -19.24980  21.77890  16.85210
F  -17.22310  21.59635  16.14691
F  -17.74272  20.81808  18.08776
H  -18.83314  24.96490  20.92071
H  -17.59913  25.93849  20.82641
H  -17.36821  24.08606  20.60981
H  -17.14767  25.50707  18.46025
H  -18.87247  25.88551  18.63096
C  -8.91896  26.56029  20.28738
C  -10.34137  26.83206  19.83304
O  -10.50697  26.70389  18.42922
C  -10.39119  25.53587  17.82040
O  -10.22995  24.48420  18.36566
C  -10.33562  25.57764  16.27943
F  -10.56080  26.80918  15.81466
F  -9.11179  25.22781  15.94009
F  -11.20754  24.74688  15.74150
H  -8.26722  27.14052  19.62992
H  -8.60313  25.51698  20.30431
H  -8.68739  26.88359  21.30409
H  -10.52673  27.87614  20.08519
H  -11.05091  26.30101  20.47228
O  -18.33094  21.74651  22.20043
C  -17.30545  21.76073  22.81437
C  -16.24031  20.65873  22.87640
C  -15.48823  20.94592  24.14622
C  -15.73294  22.44625  24.36088
O  -16.89593  22.76344  23.61376
H  -16.69802  19.67262  22.87855
H  -15.63199  20.84799  21.99096
H  -15.88010  20.45688  25.04187
H  -14.47249  20.55702  24.06949
H  -15.88945  22.51442  25.43562
H  -14.86864  23.03032  24.04672
O  -12.21752  21.62238  22.88240
C  -12.52055  22.32210  21.95724
C  -11.78822  23.50452  21.34226
C  -12.94864  24.15816  20.56515
C  -13.84021  22.99205  20.20087
O  -13.73552  22.18302  21.38584
H  -11.48008  24.14033  22.17035
H  -10.96931  23.31184  20.65192
H  -13.49301  24.85348  21.20938
H  -12.60847  24.69200  19.67723
H  -14.87569  23.26384  20.03265
H  -13.34042  22.48518  19.37520
C  -15.32417  25.62975  22.59893
O  -14.04565  25.18946  22.98830
C  -13.16411  26.24387  23.35947
C  -11.77831  25.67914  23.61586
O  -10.80430  26.60152  24.03059
C  -10.51658  27.58688  23.10641
H  -16.00661  25.99808  23.37309
H  -15.85394  24.72789  22.28954
H  -15.21768  26.31380  21.75116
H  -13.63378  26.85542  24.13536
H  -13.12030  26.87721  22.45894
H  -11.48025  25.20302  22.67509
H  -11.89049  24.95514  24.42452
H  -9.64452  28.17525  23.41613
H  -11.30288  28.34948  23.03265
H  -10.19046  27.25375  22.10977

Computed properties:
highest occupied orbital energy: -10.19 eV
lowest unoccupied orbital energy: 0.3 eV
max |F|: 2.16 eV/Å
DFT total energy: -5160.369703 hartree
frontier orbital gap: 10.50 eV
SMILES string: CCOC(=O)C(F)(F)F.CCOC(=O)C(F)(F)F.CCOC(=O)C(F)(F)F.CCOC(=O)C(F)(F)F.CCOC(=O)C(F)(F)F.CCOC(=O)C(F)(F)F.CCOC(=O)C(F)(F)F.O=C1CCCO1.O=C1CCCO1.COCCOC

Here are the Löwdin charges for atoms 1 to 4, given in e: number 1, C, carries -0.04; number 2, C, carries -0.20; number 3, O, carries 0.06; number 4, C, carries -0.38